# C3H7NO2

C3H7NO2 in the gas phase (the ωB97M-V functional and the def2-TZVPD basis, the Open Molecules 2025 dataset).

## Properties
- SMILES: COCC(N)=O
- HOMO-LUMO gap: 10.679 eV
- Calculated total energy: -8809.3616 eV
- Highest occupied orbital energy: -0.3597 Ha
- E_LUMO: 0.890 eV
- Relative energy (zero: lowest compared OMol25 entry of this formula, charge and spin): 26.9 kcal per mole
- Net charge: 0

Atoms and positions in Å:
C1 -0.6200 -1.9283 0.7339
O1 0.1357 -0.8203 0.3097
C2 -0.5493 -0.0648 -0.6593
C3 0.1446 1.2907 -0.7782
N1 1.2122 1.3287 -1.6225
O2 -0.2502 2.2647 -0.1660
H1 -0.8393 -2.6144 -0.0997
H2 -1.5753 -1.6154 1.1828
H3 -0.0270 -2.4523 1.4860
H4 -1.5795 0.1508 -0.3487
H5 -0.5752 -0.6088 -1.6207
H6 1.7597 2.1766 -1.6301
H7 1.6095 0.4901 -2.0147

Cartesian forces (eV/Å) of the 6 atoms listed first:
-0.122 -0.275 0.125
0.038 0.094 0.005
-0.182 0.129 -0.143
-0.038 0.109 0.027
0.043 0.074 0.048
0.135 -0.302 -0.224

---

# C3H7NO2

2 unconnected molecules or ions with the total composition C3H7NO2 (the ωB97M-V functional and the def2-TZVPD basis, the Open Molecules 2025 dataset).

## Properties
- SMILES: CC(=O)O.C=N
- HOMO-LUMO gap: 9.027 eV
- Calculated total energy: -8807.3223 eV
- Highest occupied orbital energy: -0.3568 Ha
- E_LUMO: -0.683 eV
- Relative energy (zero: lowest compared OMol25 entry of this formula, charge and spin): 73.9 kcal per mole
- Net charge: 0

Atoms and positions in Å:
C1 0.9092 -1.5625 -0.3839
C2 -0.3563 -1.5124 0.4572
O1 -0.4892 -2.2241 1.4208
O2 -1.2302 -0.6183 0.0219
H1 1.4320 -2.4906 -0.1862
H2 0.6319 -1.4622 -1.4412
H3 1.5154 -0.6898 -0.1201
H4 -1.0124 0.4461 -0.1203
C3 -0.0891 1.8414 0.4175
N1 -1.0445 1.8656 -0.4760
H5 -0.3774 1.7658 1.4623
H6 0.9398 2.0827 0.1400
H7 -0.8292 2.5581 -1.1920

Cartesian forces (eV/Å) of the 6 atoms listed first:
-0.488 0.163 -0.264
1.382 0.134 -0.116
-0.600 0.204 -0.235
-0.891 1.797 0.418
0.241 0.070 -0.036
0.220 -0.134 0.221